(1)
Formula: C46H52BN7O3P2S2SnTe
Source: the Open Molecules 2025 dataset
Level of theory: wB97M-V/def2-TZVPD

Results
* energy above the lowest of the compared OMol25 structures with the same formula, charge and spin: 0.0 kJ/mol
* total energy: -4378.9683 Eh
* LUMO: -5.01 eV
* gap between HOMO and LUMO: 0.25167 Eh
* multiplicity: 1
* net charge: +2

Each line ends with the Mulliken charge.
Geometry (Å):
Sn (0.382, 2.147, -1.106)  1.515
C (5.258, 0.008, -3.089)  -0.919
N (4.470, 0.686, -2.059)  0.217
C (5.127, 0.939, -0.780)  -0.986
C (3.189, 0.981, -2.225)  0.715
O (2.528, 1.535, -1.320)  -0.860
C (2.566, 0.641, -3.569)  -0.977
O (1.172, 0.811, -3.483)  -0.351
C (0.554, 1.351, -4.631)  -1.630
C (0.204, 2.817, -4.345)  1.057
O (0.421, 3.260, -3.203)  -0.919
N (-0.311, 3.565, -5.309)  0.161
C (-0.637, 3.069, -6.642)  -1.023
C (-0.667, 4.958, -5.046)  -0.991
H (6.308, 0.215, -2.902)  0.312
H (5.021, 0.384, -4.081)  0.386
H (5.101, -1.070, -3.063)  0.288
H (6.112, 1.360, -0.968)  0.475
H (5.241, 0.008, -0.222)  0.338
H (4.538, 1.644, -0.202)  0.199
H (2.810, -0.389, -3.843)  0.485
H (3.006, 1.309, -4.318)  0.711
H (-0.353, 0.779, -4.839)  0.660
H (1.197, 1.275, -5.510)  0.611
H (-0.238, 2.076, -6.813)  0.391
H (-0.216, 3.740, -7.389)  0.347
H (-1.719, 3.037, -6.775)  0.334
H (-0.220, 5.280, -4.112)  0.283
H (-1.752, 5.060, -4.987)  0.337
H (-0.301, 5.575, -5.865)  0.328
C (-2.759, 4.610, -0.608)  -0.811
N (-2.100, 4.489, 0.686)  0.367
C (-2.746, 4.439, 1.901)  -0.498
C (-1.782, 4.396, 2.847)  -0.642
N (-0.560, 4.419, 2.218)  -0.085
B (0.789, 4.624, 2.985)  0.385
N (1.756, 3.374, 2.767)  0.724
C (3.091, 3.490, 3.096)  -0.814
C (3.672, 2.280, 2.956)  -0.705
N (2.683, 1.418, 2.531)  0.216
C (2.864, 0.015, 2.201)  0.554
C (1.524, 2.105, 2.445)  -0.651
S (-0.001, 1.473, 1.891)  0.681
C (-0.767, 4.492, 0.899)  0.169
S (0.415, 4.626, -0.360)  -0.589
H (-3.815, 4.791, -0.430)  0.327
H (-2.640, 3.694, -1.188)  0.210
H (-2.334, 5.442, -1.165)  0.357
H (-3.819, 4.448, 1.978)  0.512
H (-1.855, 4.352, 3.917)  0.546
H (0.530, 4.691, 4.159)  -0.190
H (1.358, 5.591, 2.555)  -0.102
H (3.503, 4.435, 3.402)  0.543
H (4.684, 1.953, 3.114)  0.573
H (3.644, -0.401, 2.835)  0.530
H (3.136, -0.100, 1.151)  -0.350
H (1.936, -0.513, 2.388)  -1.021
Te (1.143, -3.790, 1.721)  0.395
C (-0.592, -4.673, 2.522)  0.200
C (-0.967, -4.492, 3.847)  -0.198
C (-2.172, -5.039, 4.270)  -0.537
N (-2.988, -5.732, 3.479)  -0.597
C (-2.601, -5.925, 2.221)  -0.543
C (-1.417, -5.422, 1.694)  -0.196
C (0.052, -2.106, 1.050)  -1.162
P (-0.587, -0.986, 2.089)  -0.190
C (-0.497, -1.174, 3.875)  1.765
C (0.681, -1.579, 4.510)  0.050
C (0.742, -1.646, 5.891)  -1.013
C (-0.361, -1.291, 6.657)  -0.665
C (-1.519, -0.846, 6.037)  -0.871
C (-1.585, -0.777, 4.654)  -0.728
C (-2.300, -0.640, 1.618)  0.860
C (-2.754, 0.415, 0.835)  0.265
C (-4.092, 0.482, 0.470)  -0.798
C (-4.981, -0.494, 0.888)  -0.982
C (-4.531, -1.559, 1.658)  -0.741
C (-3.195, -1.642, 2.010)  -0.808
P (0.189, -1.532, -0.693)  2.118
C (-1.453, -1.912, -1.391)  0.522
C (-2.239, -2.981, -0.962)  0.148
C (-3.462, -3.239, -1.562)  -0.362
C (-3.911, -2.439, -2.606)  -0.914
C (-3.137, -1.373, -3.043)  -0.398
C (-1.917, -1.111, -2.432)  -0.536
C (1.315, -2.730, -1.460)  0.555
C (0.933, -3.730, -2.346)  -0.927
C (1.888, -4.577, -2.898)  -0.745
C (3.227, -4.437, -2.566)  -0.792
C (3.621, -3.432, -1.689)  -0.936
C (2.671, -2.575, -1.156)  -0.182
H (-0.349, -3.943, 4.544)  0.541
H (-2.495, -4.910, 5.297)  0.404
H (-3.267, -6.512, 1.599)  0.416
H (-1.157, -5.612, 0.661)  0.540
H (1.544, -1.874, 3.932)  0.317
H (1.653, -1.980, 6.369)  0.503
H (-0.314, -1.351, 7.736)  0.476
H (-2.374, -0.547, 6.626)  0.516
H (-2.491, -0.409, 4.191)  0.447
H (-2.082, 1.188, 0.490)  0.096
H (-4.439, 1.303, -0.145)  0.506
H (-6.024, -0.434, 0.606)  0.421
H (-5.214, -2.336, 1.972)  0.522
H (-2.848, -2.497, 2.583)  0.248
H (-1.895, -3.605, -0.146)  -0.299
H (-4.068, -4.067, -1.217)  0.522
H (-4.863, -2.647, -3.074)  0.382
H (-3.486, -0.749, -3.856)  0.443
H (-1.315, -0.278, -2.768)  -0.001
H (-0.110, -3.861, -2.608)  0.434
H (1.580, -5.358, -3.580)  0.441
H (3.963, -5.111, -2.983)  0.420
H (4.664, -3.325, -1.421)  0.583
H (2.982, -1.786, -0.475)  0.334

(2)
Formula: C3H7N3O
Source: the Open Molecules 2025 dataset
Level of theory: wB97M-V/def2-TZVPD

Results
* energy above the lowest of the compared OMol25 structures with the same formula, charge and spin: 327.8 kJ/mol
* total energy: -357.9250 Eh
* LUMO: 0.43 eV
* gap between HOMO and LUMO: 0.28174 Eh
* multiplicity: 1
* net charge: 0

Each line ends with the Mulliken charge.
Geometry (Å):
C (-0.617, -2.142, -0.786)  -0.865
N (0.586, -1.229, -1.027)  -0.176
C (0.561, 0.251, -0.778)  0.475
O (1.081, 1.006, -1.563)  -0.555
N (-0.085, 0.559, 0.367)  -0.179
C (-0.235, 1.872, 0.814)  -0.027
N (-0.845, 2.099, 1.898)  -0.595
H (-1.460, -1.596, -1.231)  0.207
H (-0.746, -2.152, 0.309)  0.193
H (0.867, -1.304, -2.007)  0.346
H (1.363, -1.623, -0.493)  0.320
H (-0.595, -0.186, 0.836)  0.247
H (0.218, 2.600, 0.136)  0.338
H (-0.871, 3.099, 2.083)  0.271

(3)
Formula: C6H23NO4
Source: the Open Molecules 2025 dataset
Level of theory: wB97M-V/def2-TZVPD

Results
* energy above the lowest of the compared OMol25 structures with the same formula, charge and spin: 411.8 kJ/mol
* SMILES: CN[C@@H](C)C(C)C.O.O.O.O
* total energy: -597.9799 Eh
* LUMO: 0.44 eV
* gap between HOMO and LUMO: 0.36753 Eh
* multiplicity: 1
* net charge: 0

Each line ends with the Mulliken charge.
Geometry (Å):
C (-1.719, -1.274, 0.644)  -0.706
N (-0.440, -0.476, 0.383)  -0.202
C (-0.862, 0.876, -0.043)  -0.534
C (-1.676, 1.650, 1.160)  -1.140
C (0.224, 1.764, -0.772)  -0.291
C (-0.606, 2.843, -1.542)  -1.784
C (1.187, 2.479, 0.287)  -1.708
H (-2.509, -0.684, 0.128)  0.347
H (-1.854, -1.361, 1.801)  0.322
H (-1.771, -2.256, 0.114)  0.112
H (-0.059, -0.227, 1.308)  0.250
H (-1.646, 0.632, -0.792)  0.658
H (-2.676, 1.394, 1.011)  0.360
H (-1.224, 0.992, 2.100)  0.223
H (-1.341, 2.680, 1.184)  0.445
H (0.853, 1.228, -1.337)  1.130
H (-0.639, 3.636, -0.841)  0.391
H (0.085, 3.149, -2.400)  0.344
H (-1.450, 2.742, -2.004)  0.600
H (1.711, 3.187, -0.320)  0.471
H (1.937, 1.819, 0.570)  0.427
H (0.668, 2.719, 1.173)  0.357
O (0.075, -3.124, -1.846)  -0.600
H (0.789, -3.598, -1.361)  0.331
H (-0.792, -3.483, -1.743)  0.257
O (2.024, -3.133, 0.171)  -0.818
H (2.938, -2.480, 0.355)  0.341
H (1.564, -2.414, -0.225)  0.454
O (1.506, -0.624, -1.616)  -0.739
H (0.712, -0.456, -0.962)  0.361
H (1.051, -1.241, -2.213)  0.363
O (1.298, -2.061, 2.841)  -0.650
H (0.516, -2.473, 2.343)  0.327
H (2.125, -2.425, 2.443)  0.301

(4)
Formula: C21H40F3NO10P2
Source: the Open Molecules 2025 dataset
Level of theory: wB97M-V/def2-TZVPD

Results
* energy above the lowest of the compared OMol25 structures with the same formula, charge and spin: 0.0 kJ/mol
* SMILES: C[C@]1(CCC(F)(F)F)C(=O)O[C@]([PH2]=N)(P(=O)(O)O)[C@@H]1COO.C1CCOC1.C1CCOC1.C1CCOC1
* total energy: -2613.5363 Eh
* LUMO: 0.12 eV
* gap between HOMO and LUMO: 0.31403 Eh
* multiplicity: 1
* net charge: 0

Each line ends with the Mulliken charge.
Geometry (Å):
C (-0.143, -0.857, 3.080)  -1.629
C (-0.739, 0.441, 2.461)  1.662
C (0.237, 1.306, 1.642)  -1.727
C (0.528, 0.822, 0.203)  -0.209
C (1.251, -0.499, 0.100)  0.773
F (2.293, -0.582, 0.899)  -0.290
F (0.473, -1.558, 0.219)  -0.255
F (1.770, -0.586, -1.143)  -0.314
C (-1.048, 1.274, 3.747)  -0.059
O (-0.471, 2.140, 4.224)  -0.502
O (-2.200, 0.683, 4.238)  -0.393
C (-3.094, 0.260, 3.190)  0.971
P (-4.533, 1.454, 3.422)  0.423
N (-4.935, 2.310, 2.155)  -0.817
P (-3.610, -1.491, 3.604)  0.912
O (-3.252, -1.841, 4.956)  -0.754
O (-2.905, -2.566, 2.605)  -0.607
O (-5.209, -1.661, 3.420)  -0.591
C (-2.194, 0.433, 1.944)  -0.352
C (-2.530, -0.337, 0.659)  -1.345
O (-3.908, -0.725, 0.624)  -0.032
O (-4.630, 0.124, -0.191)  -0.505
H (-0.602, -1.781, 2.723)  0.210
H (-0.216, -0.826, 4.169)  0.421
H (0.928, -0.941, 2.873)  0.473
H (1.193, 1.311, 2.174)  0.496
H (-0.125, 2.335, 1.554)  0.472
H (-0.347, 0.809, -0.451)  0.037
H (1.206, 1.560, -0.241)  0.200
H (-4.135, 2.329, 4.468)  0.085
H (-5.687, 0.744, 3.844)  0.058
H (-4.353, 2.045, 1.364)  0.331
H (-3.432, -2.704, 1.800)  0.355
H (-5.431, -2.299, 2.726)  0.362
H (-2.311, 1.487, 1.634)  0.747
H (-1.950, -1.257, 0.544)  -0.218
H (-2.363, 0.282, -0.221)  1.190
H (-4.436, -0.117, -1.114)  0.345
C (5.536, -3.723, -0.793)  -0.644
C (4.528, -2.584, -0.838)  -0.212
C (5.416, -1.374, -0.596)  -0.340
O (6.701, -1.693, -1.142)  -0.436
C (6.753, -3.089, -1.448)  -0.472
H (5.202, -4.627, -1.301)  0.358
H (5.761, -3.980, 0.246)  0.289
H (4.078, -2.524, -1.832)  0.213
H (3.727, -2.674, -0.107)  0.194
H (5.541, -1.180, 0.475)  0.238
H (5.034, -0.469, -1.070)  0.250
H (6.718, -3.199, -2.538)  0.261
H (7.693, -3.507, -1.087)  0.298
C (2.058, 5.362, -2.583)  -0.566
C (2.726, 5.539, -1.227)  -0.565
C (1.569, 5.282, -0.275)  -0.356
O (0.696, 4.351, -0.928)  -0.361
C (1.080, 4.233, -2.304)  -0.357
H (2.753, 5.132, -3.389)  0.327
H (1.514, 6.271, -2.851)  0.259
H (3.499, 4.778, -1.092)  0.272
H (3.183, 6.517, -1.086)  0.343
H (1.003, 6.199, -0.081)  0.304
H (1.895, 4.867, 0.680)  0.242
H (1.555, 3.254, -2.441)  0.212
H (0.191, 4.278, -2.935)  0.296
C (-1.828, -3.597, -3.192)  -0.648
C (-1.622, -2.468, -4.193)  -0.564
C (-2.461, -1.355, -3.587)  -0.543
O (-2.434, -1.548, -2.164)  -0.218
C (-1.879, -2.841, -1.875)  0.049
H (-1.045, -4.353, -3.215)  0.356
H (-2.785, -4.090, -3.380)  0.273
H (-0.569, -2.176, -4.212)  0.258
H (-1.923, -2.720, -5.209)  0.346
H (-3.503, -1.418, -3.918)  0.284
H (-2.079, -0.362, -3.826)  0.299
H (-0.877, -2.694, -1.463)  -0.054
H (-2.494, -3.341, -1.125)  0.195

(5)
Formula: C5H9NO
Source: the Open Molecules 2025 dataset
Level of theory: wB97M-V/def2-TZVPD

Results
* energy above the lowest of the compared OMol25 structures with the same formula, charge and spin: 355.4 kJ/mol
* SMILES: C#CC(C)=O.CN
* total energy: -325.8022 Eh
* LUMO: 0.59 eV
* gap between HOMO and LUMO: 0.32446 Eh
* multiplicity: 1
* net charge: 0

Each line ends with the Mulliken charge.
Geometry (Å):
C (0.159, -1.759, 0.331)  -0.128
C (-0.442, -0.696, 0.357)  -0.254
C (-1.540, 0.220, 0.131)  0.708
C (-2.810, -0.498, -0.256)  -1.138
O (-1.447, 1.423, 0.169)  -0.547
H (0.933, -2.475, 0.304)  0.415
H (-3.082, -1.209, 0.522)  0.332
H (-2.652, -1.054, -1.180)  0.295
H (-3.615, 0.222, -0.390)  0.322
C (2.470, 0.609, -0.362)  -0.868
N (1.357, 0.978, 0.482)  -0.451
H (2.083, 0.342, -1.347)  0.299
H (3.228, 1.398, -0.465)  0.310
H (2.968, -0.264, 0.060)  0.296
H (0.815, 1.762, 0.134)  0.213
H (1.573, 1.001, 1.510)  0.195

(6)
Formula: C6H9N3
Source: the Open Molecules 2025 dataset
Level of theory: wB97M-V/def2-TZVPD

Results
* energy above the lowest of the compared OMol25 structures with the same formula, charge and spin: 194.1 kJ/mol
* SMILES: C=C(C)/N=C1/CC=NN1
* total energy: -398.2015 Eh
* LUMO: 0.75 eV
* gap between HOMO and LUMO: 0.33254 Eh
* multiplicity: 1
* net charge: 0

Each line ends with the Mulliken charge.
Geometry (Å):
C (0.652, -2.090, 0.255)  -1.091
C (-0.459, -1.356, 0.492)  0.738
C (-1.480, -1.712, 1.568)  -0.966
N (-0.790, -0.233, -0.202)  -0.471
C (0.068, 0.618, -0.543)  0.176
C (-0.251, 1.803, -1.445)  -0.293
C (0.845, 2.713, -0.912)  -0.188
N (1.756, 2.127, -0.205)  -0.918
N (1.340, 0.879, -0.105)  0.499
H (0.879, -3.021, 0.877)  0.240
H (1.310, -1.719, -0.528)  0.372
H (-1.339, -1.049, 2.570)  0.205
H (-1.297, -2.795, 1.888)  0.301
H (-2.473, -1.545, 1.120)  0.289
H (-1.387, 2.098, -1.406)  0.253
H (-0.173, 1.386, -2.497)  0.233
H (0.997, 3.740, -1.314)  0.377
H (1.799, 0.155, 0.387)  0.243

| no. | HOMO (eV) |
| --- | --- |
| 1 | -11.9 |
| 2 | -7.2 |
| 3 | -9.6 |
| 4 | -8.4 |
| 5 | -8.2 |
| 6 | -8.3 |